[1]
Entry from the Open Molecules 2025 dataset: a cluster of 12 separate species, C40H114N10O12 in total at a distorted geometry (ωB97M-V/def2-TZVPD).

The geometry in XYZ format:
```
176
C40H114N10O12 (ωB97M-V/def2-TZVPD)
C -2.42400 -8.17465 9.90778
C -1.40035 -8.04552 8.76001
C -1.52627 -6.65385 8.03444
O -2.59123 -6.60166 7.07776
C -2.71642 -5.29625 6.53536
N -0.16385 -8.04915 9.46238
H -2.29271 -7.39378 10.65685
H -2.31861 -9.13696 10.40874
H -3.44910 -8.03450 9.56482
H -1.60755 -8.81821 8.01965
H -0.58692 -6.39221 7.54733
H -1.69166 -5.88637 8.79057
H -1.91006 -5.09649 5.82968
H -2.66972 -4.56531 7.34261
H -3.65778 -5.24629 5.98812
H 0.60250 -8.46343 8.95130
H -0.31879 -8.68918 10.22817
C -3.62388 3.31412 -5.96205
C -4.31470 2.21414 -6.76545
C -5.74329 2.03508 -6.19729
O -6.46546 0.98844 -6.82050
C -6.15393 -0.29277 -6.27380
N -4.36450 2.37159 -8.20242
H -3.79317 3.14506 -4.89864
H -4.18478 4.23259 -6.13502
H -2.56171 3.37871 -6.19812
H -3.74256 1.28915 -6.69354
H -6.27196 2.98370 -6.29077
H -5.72007 1.81320 -5.13037
H -6.77229 -1.09329 -6.67987
H -6.30584 -0.49794 -5.21411
H -5.11065 -0.52513 -6.48754
H -5.03343 3.11982 -8.31541
H -5.02911 1.63466 -8.39043
C 5.10134 2.33614 1.68248
C 5.13881 3.18485 2.94305
C 6.32264 2.87361 3.92610
O 6.19235 1.69778 4.62665
C 5.19790 1.58819 5.64873
N 5.30359 4.56756 2.57993
H 4.95271 1.29406 1.96546
H 5.98531 2.48967 1.06349
H 4.30270 2.80397 1.10681
H 4.19778 3.09206 3.48523
H 6.33013 3.65157 4.68952
H 7.32306 2.78426 3.50268
H 5.44937 2.35067 6.38596
H 5.29808 0.60979 6.11861
H 4.16911 1.81180 5.36641
H 6.26284 4.61852 2.26797
H 4.68626 4.82387 1.82276
C -4.07308 -6.64638 -2.36469
C -2.96991 -7.56428 -2.93212
C -3.44931 -9.03545 -3.37951
O -3.99613 -9.89824 -2.29787
C -3.33948 -10.06577 -1.01017
N -2.24450 -6.85162 -4.04671
H -4.53312 -7.14148 -1.50951
H -4.86974 -6.52382 -3.09846
H -3.65889 -5.69567 -2.02897
H -2.23195 -7.71679 -2.14455
H -2.65035 -9.62261 -3.83231
H -4.24746 -8.98764 -4.12031
H -3.12434 -9.07179 -0.61797
H -2.43035 -10.57319 -1.33282
H -4.00438 -10.62212 -0.34947
H -2.77953 -6.76730 -4.89920
H -1.40615 -7.38319 -4.23304
C 3.12005 6.25031 -4.23985
C 3.11084 7.73877 -4.25906
C 2.94580 8.29838 -2.79847
O 2.05696 7.69588 -1.86732
C 0.72149 7.90437 -2.15436
N 4.31332 8.16970 -4.91359
H 2.18993 5.82659 -3.86111
H 4.04765 5.90423 -3.78391
H 3.23437 5.86919 -5.25463
H 2.28759 8.09212 -4.87993
H 2.78059 9.37563 -2.78002
H 3.94516 8.21833 -2.37073
H 0.12780 7.41760 -1.38062
H 0.43832 7.60324 -3.16295
H 0.62011 8.98183 -2.02437
H 5.12838 7.67362 -4.58240
H 4.50338 9.12914 -4.66165
C 3.78137 -4.40186 3.29695
C 4.07386 -5.34601 2.11490
C 2.93406 -6.31451 1.99633
O 2.90690 -7.28441 3.13340
C 1.95962 -8.32390 2.94655
N 4.25461 -4.55088 0.89847
H 2.86692 -3.81341 3.22206
H 4.48178 -3.57307 3.39993
H 3.77780 -4.96988 4.22723
H 5.01601 -5.87191 2.26938
H 3.08825 -6.92941 1.10964
H 1.97799 -5.85080 1.75341
H 0.97164 -7.88159 2.81877
H 1.84674 -9.00097 3.79326
H 2.06390 -8.85559 2.00074
H 4.44220 -3.56790 1.03509
H 3.39119 -4.54379 0.37449
C -6.27267 5.10457 -0.01633
C -7.54030 5.88467 -0.03780
C -8.41256 5.67885 -1.36982
O -7.74726 5.88241 -2.58183
C -7.15584 7.18033 -2.73087
N -8.29239 5.43934 1.11652
H -5.54503 5.37414 0.74918
H -5.72336 5.18880 -0.95402
H -6.37408 4.01982 0.01748
H -7.31821 6.94339 0.09592
H -9.31855 6.28487 -1.36467
H -8.69747 4.62931 -1.29649
H -7.83804 8.03014 -2.70842
H -6.56903 7.29551 -3.64217
H -6.40022 7.32927 -1.95955
H -9.18649 5.90606 1.06318
H -8.57024 4.47610 0.99372
C 7.23841 -1.27393 -4.59054
C 8.28232 -2.30419 -4.02158
C 9.48043 -2.64336 -4.93620
O 9.13465 -3.19236 -6.26106
C 8.49111 -4.39632 -6.06976
N 8.78802 -1.76473 -2.70730
H 6.54446 -1.22988 -3.75114
H 6.70993 -1.61727 -5.47989
H 7.69243 -0.30088 -4.77802
H 7.71071 -3.20061 -3.78119
H 10.11470 -3.37718 -4.43889
H 10.11418 -1.77684 -5.12486
H 8.94244 -5.06268 -5.33468
H 8.49533 -5.04761 -6.94377
H 7.45599 -4.34002 -5.73292
H 7.94378 -1.34073 -2.35014
H 9.35384 -0.94457 -2.87251
C -0.39927 -1.10801 -3.27645
C 0.33513 -1.44088 -1.95899
C -0.45195 -1.07116 -0.70237
O -0.44040 0.38988 -0.73007
C -0.83734 0.95699 0.46852
N 0.67992 -2.84307 -2.09331
H -1.34886 -1.63560 -3.18681
H 0.04187 -1.25502 -4.26229
H -0.75484 -0.08061 -3.35463
H 1.22150 -0.81156 -1.87908
H 0.06969 -1.44974 0.17665
H -1.49569 -1.38457 -0.72453
H -0.28727 0.54678 1.31543
H -1.87673 0.70141 0.67460
H -0.71614 2.04010 0.48372
H 1.23083 -2.93188 -2.93518
H -0.18423 -3.29225 -2.36089
C -0.16899 6.61755 5.76153
C -1.66530 7.01336 5.87762
C -2.04740 8.14871 4.90599
O -1.79761 9.42863 5.53469
C -1.43301 10.50672 4.59029
N -2.46809 5.82366 5.78141
H 0.07113 5.57125 5.95052
H 0.43449 7.26770 6.39494
H 0.13167 6.78652 4.72753
H -1.90168 7.39759 6.86989
H -3.09658 8.12449 4.61143
H -1.47577 8.00524 3.98906
H -1.53921 11.48421 5.06075
H -2.03834 10.31835 3.70362
H -0.41025 10.40220 4.22816
H -2.47698 5.39006 6.69356
H -3.40078 6.17363 5.61485
O -5.11783 0.58655 5.21427
H -4.48185 1.26711 5.43473
H -5.91864 0.85063 5.66727
O 3.22685 -8.02077 -5.69555
H 3.96808 -8.04050 -5.09022
H 3.59083 -8.31554 -6.53033
```

Results
SMILES string: COC[C@H](C)N.COC[C@H](C)N.COC[C@H](C)N.COC[C@H](C)N.COC[C@H](C)N.COC[C@H](C)N.COC[C@H](C)N.COC[C@H](C)N.COC[C@H](C)N.COC[C@H](C)N.O.O
Orbital gap (eV): 9.28

Atomic partial charges in e from the Löwdin method, atoms 1 to 99:
1. C -0.0751
2. C -0.4308
3. C -0.1938
4. O -0.1970
5. C -0.1142
6. N 0.0241
7. H 0.0803
8. H 0.0727
9. H 0.0773
10. H 0.1351
11. H 0.1163
12. H 0.1135
13. H 0.0821
14. H 0.0823
15. H 0.0872
16. H 0.0784
17. H 0.0617
18. C -0.0551
19. C -0.4684
20. C -0.2097
21. O -0.1858
22. C -0.1050
23. N 0.0470
24. H 0.0735
25. H 0.0750
26. H 0.0802
27. H 0.1249
28. H 0.1291
29. H 0.1173
30. H 0.0856
31. H 0.0841
32. H 0.0817
33. H 0.0669
34. H 0.0588
35. C -0.0611
36. C -0.4445
37. C -0.2188
38. O -0.2018
39. C -0.0841
40. N 0.0204
41. H 0.0785
42. H 0.0776
43. H 0.0716
44. H 0.1259
45. H 0.1161
46. H 0.1331
47. H 0.0822
48. H 0.0897
49. H 0.0775
50. H 0.0695
51. H 0.0684
52. C -0.0646
53. C -0.3984
54. C -0.1312
55. O -0.2499
56. C -0.0786
57. N 0.0241
58. H 0.0673
59. H 0.0749
60. H 0.0722
61. H 0.1136
62. H 0.1044
63. H 0.1120
64. H 0.0654
65. H 0.0843
66. H 0.0874
67. H 0.0606
68. H 0.0580
69. C -0.0719
70. C -0.4723
71. C -0.1898
72. O -0.1942
73. C -0.1273
74. N 0.0324
75. H 0.0818
76. H 0.0855
77. H 0.0815
78. H 0.1316
79. H 0.1154
80. H 0.1192
81. H 0.0931
82. H 0.0873
83. H 0.0864
84. H 0.0708
85. H 0.0705
86. C -0.0705
87. C -0.4306
88. C -0.1768
89. O -0.1869
90. C -0.1299
91. N 0.0336
92. H 0.0763
93. H 0.0671
94. H 0.0736
95. H 0.1357
96. H 0.1162
97. H 0.1260
98. H 0.0756
99. H 0.0864

[2]
Entry from the Open Molecules 2025 dataset: a structure of composition C9H13NORu at a distorted geometry (ωB97M-V/def2-TZVPD).

The geometry in XYZ format:
```
25
C9H13NORu (ωB97M-V/def2-TZVPD)
C 1.53266 0.09810 -1.35798
C 1.69622 -1.16595 -0.74198
C 2.19550 -0.97875 0.55028
C 2.38432 0.40315 0.79210
C 2.00496 1.11043 -0.42883
Ru 0.11697 1.09829 0.40221
C -1.85053 -1.49547 -1.02981
C -2.44576 -0.83109 -2.00956
C -2.86369 0.24214 -2.65357
N -0.36438 2.44482 1.17680
H 2.44617 -1.78043 1.26583
H 1.48379 -2.13654 -1.21032
H 2.83002 0.84749 1.68652
H 2.17137 2.16257 -0.66091
H 1.18183 0.29609 -2.36932
H -1.01046 -2.14551 -1.24037
H -0.68512 1.43309 -1.09309
H -2.13272 -1.42716 0.03435
H -3.50693 0.23270 -3.53726
H -2.53078 1.22747 -2.31573
C -0.51916 0.09657 3.02274
O -0.60785 -0.27020 1.65822
H -0.13339 1.13363 3.12266
H 0.14928 -0.61084 3.52695
H -1.54232 0.01540 3.41005
```

Results
Spin multiplicity: 5
Orbital gap (alpha / beta) (eV): 5.06 / 6.97

Now the Löwdin charges, all in e:
1. C -0.2036
2. C -0.1233
3. C -0.1268
4. C -0.1670
5. C -0.3690
6. Ru 1.1659
7. C -0.0414
8. C -0.1767
9. C -0.0351
10. N -0.1918
11. H 0.1172
12. H 0.1097
13. H 0.1088
14. H 0.0985
15. H 0.0983
16. H 0.0430
17. H 0.0509
18. H 0.0596
19. H 0.0514
20. H 0.0236
21. C -0.2320
22. O -0.4481
23. H 0.0389
24. H 0.0713
25. H 0.0780

The calculation returns the following molecular weight values, one per record and in order: 927.41; 252.28 g mol⁻¹.
The calculation returns the following ΔE to the lowest compared entry with this formula, charge and spin values, one per record and in order: 6.733; 3.740 eV.
The calculation returns the following DFT total energy values, one per record and in order: -82789.2371; -15651.8981 eV.